Version w
{
  "formula": "C5H13N2",
  "method": "ωB97M-V with the def2-TZVPD basis set",
  "total_charge": 1,
  "smiles": "C=C(N)C[C@@H](C)[NH3+]",
  "e_homo_ha": -0.45709,
  "gap_ev": 9.12,
  "lumo_ev": -3.32,
  "symbols": ["H", "H", "H", "H", "H", "C", "C", "H", "H", "H", "C", "H", "C", "N", "C", "H", "N", "H", "H", "H"],
  "xyz": [[0.18136, 1.69417, 2.24395], [-2.55998, -0.43926, -0.77595], [1.61654, -0.19980, 0.27631], [0.13893, -1.15484, -2.99453], [1.49735, 0.59213, 2.70599], [-0.13787, 0.83652, -0.34582], [-0.56960, -0.13091, -1.39465], [-0.93395, -0.74077, 1.65153], [0.47125, -1.42225, 2.04198], [-0.13851, -1.74047, 0.53085], [1.05505, 1.14155, 1.88195], [-1.01151, 1.33594, 0.08298], [0.72127, 0.20891, 0.73831], [0.46375, -0.55212, -2.25803], [-1.76701, -0.71710, -1.46645], [-2.09954, -1.46970, -2.16776], [-0.04063, -1.02420, 1.26149], [1.02636, 0.17689, -2.68175], [1.63856, 1.96266, 1.46674], [0.44821, 1.64266, -0.79714]],
  "mulliken_charge": [0.3765, 0.2658, 0.3257, 0.2374, 0.3937, -0.9368, 0.4527, 0.3527, 0.3895, 0.3681, -1.3798, 0.3734, 0.1390, -0.4800, -0.9712, 0.2935, -0.2589, 0.2378, 0.3761, 0.4447]
}



Version x
{
  "formula": "C5H13N2",
  "method": "ωB97M-V with the def2-TZVPD basis set",
  "total_charge": 1,
  "smiles": "CN/C=C/CC[NH3+]",
  "e_homo_ha": -0.44726,
  "gap_ev": 8.60,
  "lumo_ev": -3.57,
  "symbols": ["H", "H", "H", "H", "H", "C", "C", "N", "C", "C", "H", "H", "H", "H", "H", "H", "N", "C", "H", "H"],
  "xyz": [[-0.99428, 1.53682, 2.70156], [1.76806, 1.07864, -0.63988], [1.08789, -3.90211, -1.11828], [-1.62752, 0.51112, 0.79157], [-0.13384, 2.75232, -0.76881], [-0.57015, 1.61973, -0.71866], [0.48716, -0.67421, -0.83217], [-0.32384, 1.71794, 1.86426], [-1.28549, 1.54445, 0.72686], [0.70617, 0.69599, -0.64466], [0.17472, 2.66069, 2.04778], [1.72604, -1.98903, -1.80309], [-1.39124, 1.45078, -1.49047], [-2.20658, 2.19224, 0.79656], [-0.59287, -0.92993, -1.00360], [-0.35372, -3.04671, -0.45088], [1.28756, -1.79486, -0.96932], [0.72215, -3.07306, -0.50276], [1.13708, -3.36581, 0.48449], [0.38272, 1.01502, 1.52949]],
  "mulliken_charge": [0.3930, 0.3789, 0.3066, 0.3586, 0.2795, -0.3913, 0.1534, -0.2857, -0.7812, -0.9539, 0.3674, 0.2980, 0.3528, 0.4078, 0.2700, 0.3117, -0.2761, -0.8250, 0.2541, 0.3814]
}



Relative energies with respect to the most stable structure, expressed in eV: version w 0.000; version x 2.343.



Version w
{
  "formula": "C5H13N2",
  "method": "ωB97M-V with the def2-TZVPD basis set",
  "total_charge": 1,
  "e_homo_ha": -0.53775,
  "gap_ev": 10.68,
  "lumo_ev": -3.96,
  "symbols": ["H", "C", "C", "H", "H", "H", "H", "C", "C", "H", "H", "H", "H", "H", "N", "N", "H", "C", "H", "H"],
  "xyz": [[0.05003, 2.12382, -1.50660], [2.17224, -1.18456, 0.90662], [-0.87310, -1.30859, -1.70140], [-0.11965, -0.54672, 0.03415], [-0.47990, 0.01514, 2.54568], [2.36048, -2.20511, 1.23124], [-1.53140, -1.21736, -2.55713], [-1.60734, 0.84642, -0.94811], [0.55142, -0.25690, 2.33688], [2.89936, -0.53781, 1.40166], [1.31370, -0.02929, 3.08050], [-2.35840, 0.78034, -0.15907], [-0.27533, -2.20183, -1.57030], [-2.10691, 0.85905, -1.91472], [-0.79337, -0.37417, -0.85366], [0.80128, -0.79060, 1.22298], [-1.33923, 2.98714, -0.82787], [-0.74239, 2.08211, -0.76441], [-0.25468, 2.07941, 0.20941], [2.33320, -1.12048, -0.16586]],
  "mulliken_charge": [0.3331, -0.9689, -0.1339, 0.3550, 0.2809, 0.3244, 0.2746, -0.3450, -0.3086, 0.3660, 0.2836, 0.2610, 0.2581, 0.3556, 0.1425, -0.3454, 0.3541, -1.0881, 0.2955, 0.3056]
}



Version x
{
  "formula": "C5H13N2",
  "method": "ωB97M-V with the def2-TZVPD basis set",
  "total_charge": 1,
  "e_homo_ha": -0.49418,
  "gap_ev": 4.66,
  "lumo_ev": -8.79,
  "symbols": ["C", "H", "N", "H", "H", "C", "H", "C", "H", "H", "N", "H", "H", "H", "H", "C", "C", "H", "H", "H"],
  "xyz": [[-2.95666, -1.05754, -0.50298], [-1.57749, 0.81784, 1.68055], [0.02442, -0.15434, -1.15618], [-1.45537, 1.73510, 0.20503], [-0.20488, 0.65870, -1.72188], [-0.32081, -0.07796, 0.24769], [6.26260, -0.76542, -1.28280], [-1.54491, 0.72498, 0.58796], [0.95175, 1.50188, 1.04580], [5.84561, -0.15764, -1.44488], [2.05345, -0.08382, 0.29617], [2.89880, 0.38122, 0.68354], [-0.33718, -1.12981, 0.58755], [-2.08085, -1.56328, -0.88945], [-3.93866, -1.41830, -0.76292], [-2.81997, 0.07978, 0.16301], [0.94458, 0.40114, 0.99486], [-3.72229, 0.56357, 0.51301], [0.97128, -0.47139, -1.28651], [1.00658, 0.01530, 2.04243]],
  "mulliken_charge": [-0.7670, 0.3657, -0.3759, 0.4110, 0.2638, 0.1127, 0.0569, -0.5941, 0.4354, -0.0561, -0.2788, 0.3266, 0.4059, 0.2521, 0.2921, -0.1817, -0.7545, 0.3369, 0.3019, 0.4472]
}



Version y
{
  "formula": "C5H13N2",
  "method": "ωB97M-V with the def2-TZVPD basis set",
  "total_charge": 1,
  "e_homo_ha": -0.49143,
  "gap_ev": 9.63,
  "lumo_ev": -3.75,
  "symbols": ["H", "H", "H", "C", "H", "C", "H", "H", "H", "N", "H", "H", "N", "C", "C", "H", "H", "H", "H", "C"],
  "xyz": [[1.68563, 3.08889, 1.43610], [-0.24296, -1.54265, 1.99874], [-0.27216, -0.99127, -2.35785], [-1.71856, -0.76683, -0.19564], [0.54131, -2.44964, -1.67515], [0.29515, -1.45612, -1.43957], [-2.17504, -0.56411, 0.78948], [0.97090, 4.28246, 0.59315], [-0.53822, 3.15780, -0.64192], [0.12239, 1.25956, 0.20094], [-0.37868, -3.00574, 0.93443], [0.78085, 0.76182, 0.74532], [1.02718, 3.34160, 0.74028], [-0.47292, -1.23661, -0.19073], [0.19097, 2.56216, 0.01763], [-1.95370, -0.02005, -0.99269], [1.29287, -0.96096, -1.41716], [1.11548, -2.14313, 1.01043], [-0.40424, 0.50191, -0.13944], [0.12974, -1.97268, 0.98507]],
  "mulliken_charge": [0.2101, 0.3383, 0.2772, -1.0298, 0.4166, -1.0367, 0.3272, 0.2271, 0.3007, -0.1827, 0.3687, 0.2485, -0.2858, 0.6922, 0.2547, 0.4291, 0.3124, 0.4517, 0.1525, -1.4719]
}



Version z
{
  "formula": "C5H13N2",
  "method": "ωB97M-V with the def2-TZVPD basis set",
  "total_charge": 1,
  "smiles": "C=CC[C@H](N)C[NH3+]",
  "e_homo_ha": -0.48067,
  "gap_ev": 9.66,
  "lumo_ev": -3.42,
  "symbols": ["H", "C", "C", "H", "H", "C", "H", "H", "H", "H", "N", "H", "H", "C", "H", "N", "H", "H", "H", "C"],
  "xyz": [[-1.84399, 0.20858, 0.65182], [0.63919, 1.09608, 0.14994], [-0.06772, -0.06741, -0.53843], [-0.10374, 1.84671, 0.42278], [0.64514, -0.87314, -0.75027], [2.67373, 0.46700, 1.39543], [1.34284, 1.53610, -0.55824], [0.01491, 0.60987, -2.49522], [-2.35066, -0.88645, -1.33171], [3.24844, 0.18496, 2.26424], [-0.68279, 0.30293, -1.82766], [0.75166, 0.35132, 2.24425], [-1.49771, -2.19016, -1.01851], [1.36397, 0.65861, 1.40485], [3.21769, 0.65021, 0.47837], [-2.06930, -1.48538, -0.54184], [-0.87267, -1.13274, 1.20618], [-1.28776, 1.11229, -1.70137], [-2.83148, -1.94144, -0.04186], [-1.20641, -0.60500, 0.31281]],
  "mulliken_charge": [0.3714, -0.8660, 0.4638, 0.3339, 0.3742, -0.8116, 0.4050, 0.2997, 0.3904, 0.2975, -0.7564, 0.3441, 0.3626, -0.1102, 0.2301, -0.2102, 0.4155, 0.2241, 0.3452, -1.1032]
}



Relative energies with respect to the most stable structure, expressed in eV: version w 0.513; version x 6.145; version y 1.506; version z 0.000.